{
  "formula": "C3H11N3O",
  "method": "ωB97M-V/def2-TZVPD",
  "fmax_ev_per_a": 0.88,
  "total_energy_ha": -360.41347,
  "relative_energy_kcal_mol": 15.0,
  "smiles": "[H]/N=C(\\N)NCC.O",
  "total_charge": 0,
  "molar_mass_g_mol": 105.14,
  "species": ["C", "C", "N", "C", "N", "N", "H", "H", "H", "H", "H", "H", "H", "H", "H", "H", "H", "O"],
  "positions_angstrom": [[1.664, -1.595, -0.363], [1.585, -0.219, 0.301], [0.410, -0.130, 1.149], [-0.774, 0.539, 0.939], [-0.664, 1.629, 0.070], [-1.814, 0.160, 1.586], [0.705, -1.844, -0.804], [1.916, -2.327, 0.408], [2.499, -1.629, -1.059], [2.470, -0.072, 0.911], [1.575, 0.598, -0.421], [0.326, -0.945, 1.734], [-0.140, 1.418, -0.767], [-1.545, 2.054, -0.144], [-2.590, 0.752, 1.348], [-1.096, -0.258, -3.275], [-0.639, -0.653, -1.845], [-0.432, -0.091, -2.603]],
  "nbo_charge": [-0.610, -0.210, -0.624, 0.576, -0.844, -0.782, 0.194, 0.204, 0.218, 0.193, 0.195, 0.392, 0.390, 0.379, 0.326, 0.480, 0.474, -0.952]
}